(1)
Formula: C4H10N3S
Source: the OMol25 dataset
Level of theory: the ωB97M-V functional and the def2-TZVPD basis

Properties
Net charge ... +1
Calculated total energy ... -720.47428 Eh

Geometry as XYZ:
```
18
Properties=species:S:1:pos:R:3:forces:R:3:mulliken_charge:R:1
S -2.4714 1.6918 0.3109 0.1444 -1.9312 -0.2003 -0.139
N -2.0716 -0.9081 -0.3176 0.5316 1.7670 -1.4141 0.651
N -1.8701 -1.9229 0.1210 -0.6036 -3.3552 1.5927 -0.903
N 0.7153 -1.9191 0.3626 -1.5267 -0.6074 1.8436 -0.417
C 1.2219 0.5312 0.4264 -0.6146 0.8406 2.9833 -0.154
C -2.0807 0.2343 -0.8156 -1.4260 2.7739 2.6115 -0.091
C 0.8796 -0.5582 -0.2116 1.6412 -1.3411 -1.1067 -0.110
C 1.5486 1.8591 -0.1664 0.3146 1.7133 -0.9103 -1.174
H 0.9779 -2.6080 -0.3079 0.6872 -0.5225 -0.7262 0.385
H 1.1793 2.7681 0.4285 0.4175 -1.6150 -0.6123 0.313
H 1.1110 -0.6201 -1.2862 -0.8472 0.0219 0.3491 0.334
H -2.9294 0.9427 1.3950 0.4065 0.5588 -1.0470 0.186
H 1.2601 2.0767 -1.2571 0.2521 -0.8339 1.5665 0.305
H -2.1030 0.4228 -1.8390 0.0409 -0.0267 -1.5357 0.417
H -0.4985 -2.2033 0.4393 1.7499 1.2789 -0.1984 0.447
H 1.2835 0.5220 1.5791 -0.1842 -0.1067 -1.8231 0.255
H 1.1900 -2.2034 1.2700 -0.5282 1.0513 -1.3076 0.348
H 2.6575 1.8945 -0.1315 -0.4554 0.3341 -0.0652 0.350
```
Positions in Å, forces in eV/Å.

***

(2)
Formula: C4H10N4
Source: the OMol25 dataset
Level of theory: the ωB97M-V functional and the def2-TZVPD basis

Properties
Net charge ... 0
Calculated total energy ... -377.17975 Eh

Geometry as XYZ:
```
18
Properties=species:S:1:pos:R:3:forces:R:3:mulliken_charge:R:1
N -0.7017 -0.4012 -1.5208 -0.2741 -2.1144 -0.3300 0.020
N -1.4755 0.7348 -1.3174 0.2185 1.6634 1.0575 -0.582
N 0.2640 1.8074 0.0769 -2.2726 -1.3144 2.7251 -0.432
N 1.0006 0.6975 -0.2326 8.1262 2.9322 -4.1586 -0.121
C -0.7529 -1.2665 -0.3845 -1.2500 -0.8919 3.4925 -0.734
C -1.0350 1.6021 -0.4289 -1.6601 1.2183 -1.6653 -0.075
C 1.4682 -0.4336 0.5855 -1.3489 -0.2294 2.3902 -0.545
C -0.0193 -0.9585 1.0198 -0.3566 2.5310 0.1583 -0.387
H -0.8819 -1.0964 -2.3277 -0.7891 2.5914 1.2080 0.314
H 1.9508 -0.1525 1.5421 0.0543 0.2703 -0.2127 0.276
H -0.4715 0.0910 1.7361 1.0360 -3.3232 -2.3600 0.136
H -1.6849 2.5297 -0.2988 0.6565 -1.4576 -0.0972 0.342
H 1.8255 1.4019 -0.6882 -1.5796 -4.0572 1.2038 0.267
H -1.8904 -1.5849 0.0657 2.6193 0.4618 -1.9135 0.248
H -0.0664 -2.0384 -0.7077 -0.6977 -1.2947 0.0143 0.381
H 2.2995 -1.1278 0.1101 -2.3972 1.3719 0.1145 0.251
H 0.4324 2.0449 1.0764 -1.1376 0.4965 -0.6547 0.259
H -0.2615 -1.8495 1.6939 1.0526 1.1461 -0.9723 0.383
```
Positions in Å, forces in eV/Å.

***

How do the records compare in LUMO level? In the order shown, they have -0.151 0.034 Ha.
How do the records compare in ΔE to the lowest compared entry with this formula, charge and spin? In the order shown, they have 4.2480 7.2672 eV.